Below is a molecular structure, C15H24Cl3N6O4PtSSeSi, with properties calculated with ωB97M-V with the def2-TZVPD basis set.

Its total energy is -157942.75921 eV. The calculation puts the HOMO energy (alpha / beta) at -0.3554 / -0.4266 Ha. As for the charge: +1. The LUMO energy (alpha / beta) is -2.673 / -5.257 eV. The calculation puts the HOMO-LUMO gap (alpha / beta) at 7.0 / 6.4 eV. Its spin multiplicity is 5.

Last column: Mulliken spin population.
Atoms and positions in Å:
Pt -0.356 -0.464 1.153  1.34
C -0.328 -2.801 6.038  0.00
O 0.410 -1.963 5.138  0.00
C 0.017 -1.783 3.892  -0.01
O 0.670 -1.037 3.170  0.05
N -1.083 -2.460 3.470  0.01
N -1.583 -2.227 2.185  0.07
H 0.214 -2.761 6.975  0.00
H -0.351 -3.831 5.680  0.00
H -1.336 -2.411 6.189  0.00
H -1.639 -3.004 4.107  0.00
H -2.521 -1.840 2.239  -0.01
H -1.582 -3.076 1.631  0.00
O 0.707 -4.174 1.046  0.24
N 1.572 -3.682 0.404  0.48
O 1.779 -2.575 0.026  0.24
C -5.603 -1.117 -1.269  0.00
C -4.565 -2.158 -1.699  0.00
C -3.181 -1.602 -1.633  0.00
N -2.444 -1.613 -0.584  0.00
N -1.247 -0.957 -0.754  0.10
C -1.093 -0.451 -1.955  0.00
N -0.003 0.216 -2.352  0.02
S -2.443 -0.772 -2.984  0.01
H -6.605 -1.537 -1.330  0.00
H -5.564 -0.237 -1.912  0.00
H -5.422 -0.794 -0.245  0.00
H -4.772 -2.505 -2.712  0.00
H -4.602 -3.030 -1.045  0.00
H 0.721 0.437 -1.683  -0.01
H 0.045 0.648 -3.256  0.00
C 3.729 3.576 -4.271  0.00
C 3.288 2.922 -2.993  0.06
C 4.103 1.999 -2.340  -0.02
C 3.723 1.397 -1.152  -0.01
C 4.649 0.422 -0.476  0.04
C 2.457 1.715 -0.620  -0.01
Se 1.946 0.853 0.992  1.01
C 1.618 2.651 -1.248  0.02
C 0.291 3.065 -0.672  0.07
C 2.059 3.237 -2.426  -0.02
H 4.727 3.253 -4.560  0.00
H 3.738 4.661 -4.163  0.00
H 3.044 3.337 -5.086  0.01
H 5.068 1.751 -2.765  0.00
H 5.588 0.347 -1.020  0.00
H 4.210 -0.576 -0.419  -0.01
H 4.871 0.740 0.545  0.00
H 0.011 2.469 0.195  -0.02
H -0.504 2.974 -1.414  0.01
H 0.327 4.107 -0.353  0.00
H 1.426 3.978 -2.905  0.00
Cl -0.671 2.803 3.007  0.04
Si -1.645 1.256 2.052  0.22
Cl -2.952 0.488 3.505  0.03
Cl -2.908 2.134 0.657  0.03